Entry 1:
65
Properties=species:S:1:pos:R:3:forces:R:3 method="wB97M-V/def2-TZVPD" charge=+1 homo_lumo_gap_ha=0.361 e_tot_ha=-1174.0031 largest_force_ev_per_a=2.81 e_lumo_ha=-0.0791 e_homo_ev=-11.963
O 1.032 0.510 0.115 0.6643 -0.8940 1.2293
O 0.329 3.072 0.940 -1.0153 -0.8458 -0.3054
O 2.330 1.583 2.349 -0.3993 -0.0846 -0.3869
O 0.798 -0.045 -2.829 -0.2379 -0.1517 0.0123
O -3.227 -2.244 -1.788 0.4344 0.3580 -1.3448
O 0.345 -3.636 3.965 -0.5991 2.3650 -1.3776
N 2.773 1.644 -1.571 -0.4782 -0.4871 -0.1541
N -0.512 -0.110 2.724 0.0995 -1.1681 0.0787
N -1.286 -0.876 -0.101 0.5766 -0.3766 0.6866
C 1.481 -4.406 3.695 -0.0040 -1.0070 0.2634
C 1.536 3.657 1.339 0.0741 0.4164 -1.1618
C 1.455 0.936 -3.579 0.3880 1.4342 1.5931
C -2.094 -2.016 3.206 0.0127 1.1287 1.1638
C 2.091 2.973 2.508 0.8274 0.1923 1.9285
C -2.637 -0.390 -0.429 1.2009 -0.6621 -1.8975
C 0.464 -1.181 -3.606 -0.1265 -0.7286 1.1410
C -0.708 -1.412 3.482 -0.4088 0.2439 -0.7842
C 0.308 -2.454 3.072 1.7685 -0.9454 0.7103
C -2.600 1.108 -0.206 -0.4280 -0.5865 0.9701
C -2.899 -0.832 -1.894 -0.5879 -0.6452 1.7462
C 1.800 2.085 -2.571 -0.3883 1.1156 -1.7843
C -3.656 -2.783 -3.040 -0.9389 0.0531 -0.6178
C 2.343 3.370 -3.232 0.1970 -0.8568 -0.5168
H 1.705 3.737 -4.035 -0.1104 0.1378 0.1956
H -3.020 -2.707 -3.922 0.9958 0.4208 0.3875
H 2.263 3.506 0.541 0.0632 0.3602 -0.3903
H 1.317 -2.040 3.073 0.2869 0.3912 0.3754
H 0.287 0.002 -0.214 -2.4250 -1.3172 -0.5473
H 0.743 1.168 0.751 -0.2403 0.8174 0.5721
H 3.315 3.153 -3.676 0.1613 0.0856 -0.0929
H -1.192 0.567 3.040 -0.3385 -0.0770 0.1742
H -3.919 -3.841 -3.033 0.2385 -0.0201 0.9450
H -3.631 1.459 -0.261 0.2714 0.6574 -0.2715
H -0.368 3.723 0.831 0.0202 -0.0441 0.0225
H -1.836 1.647 -0.766 -0.4340 -0.1023 -0.6789
H 2.491 4.129 -2.463 -0.1491 0.1267 -0.0920
H 0.377 0.287 2.991 0.3898 -0.0130 0.0345
H 1.591 0.854 -0.586 1.6943 1.1310 -1.1490
H -1.276 -0.957 0.906 0.4853 0.5870 0.5046
H 0.228 -1.948 -2.868 0.0553 -0.1991 -0.0583
H 1.660 -4.646 2.647 -0.4886 0.0591 -0.3967
H 3.031 3.474 2.735 0.0727 0.1231 0.2440
H 1.437 3.095 3.372 -0.0776 -0.0507 0.0767
H 3.268 1.425 2.219 0.0144 -0.0161 -0.0302
H -2.224 -2.830 3.919 -0.1121 -0.2523 -0.3933
H 0.867 2.449 -2.142 -0.2179 -0.6126 0.5922
H -2.838 -1.264 3.471 -0.2827 -0.0006 -0.0446
H 3.402 2.421 -1.422 0.0998 0.0799 0.4765
H 2.430 -3.984 4.027 -0.0552 0.3221 0.4761
H -4.565 -2.294 -3.391 -0.3075 0.3002 0.2868
H 0.807 1.321 -4.367 0.1738 0.0084 -0.2792
H -2.277 -2.309 2.173 0.2852 -0.2213 0.0905
H -3.750 -0.266 -2.274 -0.0190 -0.0532 -0.4127
H 1.364 4.720 1.509 0.4581 0.0362 0.2052
H -0.455 -1.066 -4.181 0.2444 0.3800 -0.4672
H -0.556 -1.161 4.531 -0.2764 -0.5510 0.2283
H -3.377 -0.907 0.182 -0.2229 0.2881 0.1191
H -1.979 -0.677 -2.458 -0.1311 0.0714 -0.3265
H 1.256 -5.337 4.215 0.5359 -0.0979 -0.0039
H 0.243 -2.802 2.041 -0.7696 -0.1034 -0.2355
H 1.327 -1.530 -4.173 -0.1485 0.0827 -0.3545
H -2.250 1.227 0.819 -0.2657 0.1723 0.2933
H 2.403 0.536 -3.938 0.0926 -0.0250 -0.6066
H -1.112 -1.843 -0.334 -0.4849 -0.3634 -0.7972
H 3.344 0.955 -2.039 0.2868 -0.3857 0.1360

***

Entry 2:
67
Properties=species:S:1:pos:R:3:forces:R:3 method="wB97M-V/def2-TZVPD" charge=0 homo_lumo_gap_ha=0.387 e_tot_ha=-1304.3757 largest_force_ev_per_a=3.14 e_lumo_ha=0.0246 e_homo_ev=-9.876
O -0.912 -1.089 1.924 -0.1524 -0.2741 0.3790
O -1.253 1.147 3.282 -0.0371 0.7261 0.0916
O 2.134 1.751 -3.003 0.4632 0.2541 -0.3796
O -3.423 -1.273 -0.365 1.1499 0.3156 0.2819
O 2.233 -0.622 -0.425 1.5722 -0.9597 -0.2148
O 0.256 0.961 0.307 2.1242 -1.1421 0.0018
O 1.289 -2.768 -1.941 -0.2319 0.6077 -0.4241
N -0.693 2.952 1.938 -1.2572 -0.8976 1.6663
N -0.670 -2.766 -3.154 -1.8295 -0.3406 1.8209
N -0.665 -2.991 -0.828 -2.2967 0.6795 -2.0297
N -2.106 3.164 3.781 -0.1513 -0.1734 1.1201
C -3.925 0.068 -0.435 -0.0513 0.0541 -0.9355
C -0.173 -1.728 4.261 0.5904 1.9060 -0.0487
C 4.145 -2.266 -0.648 -0.0116 -0.5081 0.2166
C 0.961 2.206 -3.669 0.4852 1.8046 0.8950
C 4.054 -0.472 1.163 0.3525 -0.3472 -1.9750
C -4.327 0.540 0.943 0.0364 -1.0309 0.2014
C 0.259 -3.079 2.238 -1.6633 -0.0909 -1.0702
C 1.489 2.983 -4.881 -0.0537 -0.2165 1.2042
C 3.676 -0.877 -0.290 -0.6323 0.9358 1.2720
C 0.216 3.147 -2.719 -0.0428 -0.1045 0.5064
C -1.340 2.353 3.015 0.9009 0.2538 -2.0999
C 0.084 -1.687 2.751 1.3032 -0.1151 0.8706
C 0.056 -2.773 -1.972 0.1292 -1.2206 0.1821
C -2.969 1.065 -1.145 -0.4566 -0.8861 -0.1657
H -1.698 -2.970 -3.142 1.7788 0.4804 -0.0115
H -1.153 -2.093 4.410 -1.0503 -0.9046 0.4233
H -5.292 0.134 1.212 -0.2998 -0.2242 0.0460
H -3.386 2.057 -1.301 -0.3647 0.0064 0.2076
H 1.066 -1.206 2.593 -0.3364 0.4538 0.0363
H 3.748 -1.204 1.861 -0.3603 -1.0684 0.7205
H 5.232 -2.261 -0.532 0.0304 0.0509 -0.2788
H -2.131 1.158 -0.503 1.1385 0.3272 0.6022
H 2.027 3.860 -4.471 -0.5353 -0.1777 -0.3763
H -2.197 2.767 4.702 -0.5493 0.3358 0.0697
H 0.331 0.160 0.895 -0.8582 0.8859 -0.5560
H 5.143 -0.408 1.177 -0.0741 0.4278 0.3890
H 0.963 -3.073 1.451 0.7934 -0.0256 -1.2509
H 1.928 -1.389 -0.941 -0.5741 -0.0494 -0.1997
H 0.629 -3.822 2.894 0.0538 -0.5893 1.1218
H -0.357 2.295 1.200 0.1955 0.8317 0.3159
H 3.817 -3.031 0.075 -0.3062 0.2378 -0.3934
H 1.191 0.885 -0.074 -1.6536 0.3092 0.3321
H 4.184 -0.194 -0.959 0.0457 0.3703 -0.2721
H 3.528 0.427 1.421 0.1838 0.7651 0.0884
H 3.883 -2.551 -1.681 0.0680 0.0426 0.5270
H 2.250 2.373 -5.305 0.4895 -0.5034 -0.8005
H 0.603 -2.320 4.791 -0.6028 0.3040 -0.4411
H -4.432 1.597 0.940 0.1876 1.0461 0.3597
H 1.869 1.027 -2.456 0.0043 -0.7928 0.7736
H -0.203 -0.693 4.688 0.2566 -0.7829 -0.3422
H -0.665 3.576 -3.170 -0.4704 0.0558 -0.3714
H -2.438 4.097 3.598 0.4201 -0.2324 -0.1530
H -0.743 -3.338 1.827 0.6569 -0.4888 0.4892
H 0.332 1.355 -3.826 -0.4904 -0.5549 -0.9109
H 0.850 4.003 -2.441 0.0122 -0.4092 0.0521
H -0.246 -2.505 -4.005 0.5390 0.1647 -0.6033
H -2.585 0.739 -2.120 -0.3067 -0.3024 0.2250
H -1.330 -0.353 2.409 0.4330 0.2703 0.0342
H -3.631 0.151 1.705 0.0196 0.5978 -0.2290
H -2.619 -1.220 0.192 -0.4026 -0.1108 -0.1179
H -0.275 -3.029 0.069 1.1126 0.0945 0.7712
H -1.643 -2.680 -0.823 0.5886 -0.3163 -0.1341
H -4.811 -0.075 -1.031 -0.4372 0.2252 -0.3248
H -0.120 2.607 -1.813 0.2739 0.2674 -0.3065
H 0.724 3.236 -5.599 -0.1318 0.2563 -0.1565
H -0.737 3.964 1.955 0.2829 -0.5042 -0.7216